{"formula": "C22H32Cl2MnN3O3", "method": "ωB97M-V/def2-TZVPD", "multiplicity": 6, "max_force_ev_per_a": 4.3, "total_charge": -1, "homo_lumo_gap_ev": [4.727, 5.472], "elements": ["O", "C", "C", "C", "H", "C", "H", "C", "H", "C", "H", "C", "H", "H", "C", "C", "H", "H", "H", "C", "C", "H", "H", "H", "H", "Mn", "Cl", "Cl", "H", "H", "C", "C", "N", "H", "C", "O", "H", "H", "H", "H", "H", "H", "C", "C", "N", "H", "C", "O", "H", "H", "H", "H", "C", "C", "C", "N", "C", "C", "H", "H", "H", "H", "H"], "positions_angstrom": [[-0.04394, 1.63335, -1.87702], [-0.79162, 1.53767, -2.87523], [-0.44134, 2.04931, -4.20355], [0.71429, 2.83377, -4.38092], [1.34319, 3.07278, -3.51226], [1.07001, 3.29625, -5.64804], [1.99156, 3.87223, -5.78100], [0.23999, 3.01301, -6.74576], [0.51640, 3.38180, -7.73011], [-0.94770, 2.28904, -6.55309], [-1.60459, 2.09690, -7.40120], [-1.29201, 1.81676, -5.29501], [-2.21178, 1.26264, -5.11378], [-1.75332, 1.00576, -2.80835], [-2.59164, 2.21577, -0.04314], [-2.03239, 1.03494, 0.65060], [-3.36617, 2.74427, 0.54033], [-3.07394, 1.90705, -0.98722], [-1.80525, 2.93352, -0.33092], [-2.61535, 0.40321, 1.65907], [-3.74416, 0.95519, 2.50054], [-2.29249, -0.59146, 1.96629], [-4.33102, 1.69294, 1.93661], [-3.37478, 1.43117, 3.41868], [-4.41100, 0.14423, 2.79855], [0.00497, 0.65997, -0.03900], [1.41889, 2.33093, 0.69869], [0.04166, -1.15783, -1.56370], [3.93799, 0.14934, -2.25914], [5.24546, 1.34449, -0.66544], [3.10947, 0.08799, -1.53419], [4.55277, 1.15784, 0.16158], [3.68069, 0.06219, -0.20116], [2.50629, -0.81803, -1.70420], [3.17276, -0.72332, 0.78284], [2.07546, -1.29826, 0.73855], [5.09995, 0.86494, 1.06428], [3.82284, -0.77072, 1.67600], [2.45289, 0.97046, -1.67957], [3.96125, 2.06294, 0.36719], [-1.61842, -5.39217, 2.73549], [-0.65001, -6.32728, 0.67998], [-1.99963, -4.51599, 2.20251], [-1.07328, -5.49294, 0.11435], [-1.23022, -4.33541, 0.98653], [-1.90536, -3.61501, 2.81369], [-0.73901, -3.10817, 0.67978], [-0.89893, -2.10325, 1.37471], [-0.41813, -5.22546, -0.72131], [-0.15284, -3.05018, -0.25956], [-3.05763, -4.68704, 1.96374], [-2.04220, -5.81790, -0.28929], [0.88311, 0.02756, 5.52965], [0.39446, 1.18534, 4.92419], [0.15808, 1.17036, 3.53599], [0.39185, 0.11343, 2.76303], [0.90107, -0.98054, 3.33365], [1.14388, -1.08477, 4.71997], [1.03494, -0.03016, 6.60866], [0.17319, 2.09925, 5.46647], [-0.20588, 2.06239, 3.02772], [1.15077, -1.81365, 2.68545], [1.52590, -2.03341, 5.09778]], "forces_ev_per_a": [[-1.764, 1.068, -3.754], [1.433, -0.256, 2.331], [0.395, 0.860, -0.508], [0.214, -0.122, 0.034], [-0.363, -0.255, -0.347], [-0.346, -0.194, -0.065], [-0.402, -0.194, 0.039], [-0.102, -0.105, 0.662], [-0.121, -0.120, 0.099], [0.257, 0.225, -0.367], [0.159, 0.046, 0.186], [0.371, -0.003, 0.548], [0.155, 0.044, -0.199], [0.128, 0.031, 0.220], [-0.590, 1.029, 0.177], [1.315, -0.985, -0.980], [0.076, 0.257, -0.241], [0.109, -0.007, 0.166], [-0.283, -0.031, 0.162], [-0.590, 0.164, 0.590], [-0.418, -0.043, -0.396], [0.400, 0.425, 0.145], [0.006, -0.101, 0.327], [-0.011, -0.043, -0.064], [-0.208, 0.023, 0.135], [-1.019, -1.344, 1.461], [0.647, 0.810, 0.200], [-0.154, -0.684, -1.010], [-0.187, -0.054, 0.158], [0.081, 0.001, 0.182], [-0.342, 0.123, -0.169], [0.054, -0.108, 0.047], [0.126, -0.389, 0.200], [0.294, 0.463, 0.116], [-1.837, -0.004, -0.378], [2.123, 0.323, -0.140], [0.072, 0.224, -0.136], [-0.085, 0.082, -0.038], [0.276, -0.416, 0.123], [0.189, -0.218, -0.072], [-0.054, 0.058, 0.119], [0.108, -0.014, -0.085], [-0.007, -0.048, -0.289], [-0.128, 0.644, 0.170], [-0.172, -0.494, 0.142], [-0.003, -0.175, -0.127], [0.330, 1.357, 0.349], [0.078, -1.683, -0.697], [-0.091, -0.091, 0.192], [-0.267, -0.181, 0.363], [0.065, 0.030, 0.112], [0.101, 0.059, 0.027], [-0.110, -0.265, -0.241], [-0.099, -0.277, -0.668], [0.186, -0.102, 0.579], [0.418, -0.151, 0.213], [0.004, 0.117, 1.025], [-0.213, 0.446, -0.648], [0.026, 0.100, -0.244], [0.085, -0.191, 0.120], [-0.019, -0.220, 0.056], [-0.234, 0.227, -0.026], [-0.063, 0.328, 0.118]]}

---

{"formula": "C22H32Cl2O11", "method": "ωB97M-V/def2-TZVPD", "max_force_ev_per_a": 0.4, "smiles": "CC1=CC(=O)C(/C(Cl)=C(/C)Cl)=CC1=O.CCOC(=O)OC.CCOC(=O)OC.CCOC(=O)OC", "homo_lumo_gap_ev": 8.094, "elements": ["C", "C", "C", "C", "O", "C", "C", "Cl", "C", "C", "Cl", "C", "C", "O", "H", "H", "H", "H", "H", "H", "H", "H", "C", "C", "O", "C", "O", "O", "C", "H", "H", "H", "H", "H", "H", "H", "H", "C", "C", "O", "C", "O", "O", "C", "H", "H", "H", "H", "H", "H", "H", "H", "C", "C", "O", "C", "O", "O", "C", "H", "H", "H", "H", "H", "H", "H", "H"], "positions_angstrom": [[-2.35180, 0.45317, 0.66457], [-1.13259, -0.09500, -0.00848], [-0.97113, -0.18169, -1.32807], [0.28849, -0.75365, -1.88658], [0.28136, -1.42258, -2.88783], [1.52301, -0.45550, -1.06866], [2.84680, -0.19827, -1.67806], [3.43422, 1.41309, -1.35778], [3.60797, -1.03559, -2.38181], [4.94258, -0.75494, -2.98887], [3.09831, -2.67319, -2.58516], [1.35283, -0.37408, 0.25385], [0.00202, -0.58755, 0.82904], [-0.17251, -1.15375, 1.88466], [-3.18609, 0.44382, -0.03660], [-2.19387, 1.49255, 0.96172], [-2.59561, -0.13212, 1.54917], [-1.73206, 0.12527, -2.03458], [5.66061, -1.47698, -2.59633], [4.90223, -0.89600, -4.07008], [5.28577, 0.25424, -2.78269], [2.18911, -0.17004, 0.91085], [7.96261, 5.63679, -3.32816], [7.34748, 4.52697, -2.50353], [7.62614, 3.23228, -3.06170], [8.84570, 2.75595, -2.81884], [9.70229, 3.29046, -2.16450], [8.95144, 1.56823, -3.41713], [10.23291, 0.94851, -3.27589], [7.64318, 5.55804, -4.36790], [7.65519, 6.60741, -2.93920], [9.05003, 5.58412, -3.30281], [6.26207, 4.60693, -2.50742], [7.68552, 4.56165, -1.46844], [10.52129, 0.88816, -2.22907], [10.98448, 1.50415, -3.83415], [10.13068, -0.04988, -3.69032], [-2.00697, -2.64905, 5.04134], [-2.17531, -1.28778, 4.40350], [-3.53172, -0.81014, 4.52044], [-3.86664, -0.31279, 5.70617], [-3.14634, -0.19610, 6.66363], [-5.15130, 0.05143, 5.65570], [-5.66532, 0.56925, 6.88454], [-2.72773, -3.35437, 4.62516], [-1.00105, -3.02370, 4.85352], [-2.16337, -2.60189, 6.11859], [-1.98394, -1.34311, 3.33929], [-1.49103, -0.55649, 4.83229], [-5.04169, 1.37921, 7.25595], [-5.72653, -0.22027, 7.63196], [-6.66077, 0.94124, 6.66076], [-7.26057, -2.71109, 1.11151], [-6.48659, -3.36972, -0.00922], [-7.03337, -3.04845, -1.30038], [-6.71176, -1.84661, -1.77057], [-6.00198, -1.03914, -1.22758], [-7.30492, -1.68914, -2.95386], [-7.08005, -0.41661, -3.56481], [-8.31911, -2.96450, 1.04180], [-6.88171, -3.04891, 2.07599], [-7.16646, -1.62713, 1.06691], [-6.55777, -4.45335, 0.05909], [-5.43234, -3.09612, 0.01765], [-6.01620, -0.20001, -3.62987], [-7.58296, 0.36753, -3.00106], [-7.50517, -0.48320, -4.56163]], "forces_ev_per_a": [[-0.051, -0.167, -0.252], [-0.176, 0.301, -0.180], [0.179, 0.027, 0.183], [-0.212, 0.094, 0.043], [0.202, 0.238, -0.274], [0.066, -0.094, 0.343], [0.069, -0.206, -0.269], [-0.019, 0.143, -0.011], [0.020, 0.140, 0.064], [0.025, -0.038, 0.019], [-0.096, -0.133, 0.031], [0.169, -0.026, -0.375], [-0.013, -0.061, 0.072], [0.086, 0.223, 0.105], [-0.082, -0.068, 0.133], [0.120, -0.066, 0.126], [-0.094, 0.061, 0.008], [-0.079, -0.228, -0.028], [0.045, 0.070, -0.015], [-0.067, -0.029, 0.009], [-0.003, -0.011, 0.031], [-0.073, -0.154, 0.158], [0.133, -0.098, -0.104], [-0.108, 0.299, 0.090], [-0.033, -0.053, -0.009], [-0.066, -0.040, 0.027], [0.034, 0.018, -0.009], [-0.006, -0.004, -0.009], [0.060, -0.109, -0.019], [-0.068, 0.038, 0.020], [-0.025, -0.003, 0.009], [-0.002, 0.008, 0.060], [-0.010, -0.129, -0.054], [0.099, -0.062, -0.028], [0.007, 0.054, 0.009], [0.016, 0.036, 0.051], [-0.060, 0.021, -0.028], [-0.159, -0.005, 0.136], [0.185, -0.144, 0.048], [-0.016, 0.018, -0.034], [-0.014, 0.018, -0.041], [0.007, -0.009, 0.027], [0.000, -0.009, -0.009], [-0.099, 0.062, 0.044], [0.052, -0.012, -0.064], [0.006, 0.008, -0.035], [0.048, 0.040, -0.001], [-0.081, 0.033, -0.068], [-0.077, 0.028, 0.077], [0.043, -0.030, 0.015], [0.060, 0.014, 0.024], [0.005, -0.034, -0.060], [-0.103, 0.125, -0.097], [0.100, -0.120, 0.257], [-0.016, 0.006, -0.046], [-0.015, -0.084, 0.015], [0.056, 0.092, -0.017], [-0.004, -0.008, 0.006], [-0.016, 0.065, -0.107], [0.017, -0.064, 0.034], [0.011, -0.019, 0.000], [0.059, -0.006, 0.009], [-0.051, -0.003, -0.100], [-0.019, 0.085, -0.047], [0.010, 0.005, 0.051], [0.053, 0.012, 0.036], [-0.030, -0.059, 0.020]]}

---

{"formula": "C22H32I2N2OReSb", "method": "ωB97M-V/def2-TZVPD", "multiplicity": 2, "de_lowest_kj_mol": 0.0, "max_force_ev_per_a": 1.1, "total_charge": 3, "homo_lumo_gap_ev": [4.735, 5.041], "elements": ["Re", "I", "C", "C", "C", "I", "C", "O", "C", "C", "N", "C", "C", "C", "C", "C", "C", "N", "C", "H", "H", "H", "H", "H", "H", "H", "H", "H", "H", "H", "C", "C", "C", "Sb", "C", "C", "C", "C", "C", "C", "H", "H", "H", "H", "H", "H", "H", "H", "H", "H", "H", "H", "H", "H", "H", "H", "H", "H", "H", "H", "H"], "positions_angstrom": [[0.51397, 0.76451, -0.02952], [0.32519, 3.59118, 6.86908], [0.67313, 2.57471, 5.11526], [1.96481, 2.22169, 4.74640], [2.20836, 1.53701, 3.56043], [4.13819, 1.04678, 3.00577], [1.13676, 1.18941, 2.74577], [1.36705, 0.51916, 1.57022], [-0.18128, 1.54696, 3.10393], [-1.34720, 1.08362, 2.26586], [-1.26652, 1.47337, 0.80217], [-1.40954, 2.94461, 0.58103], [-0.74469, 3.32010, -0.71726], [-1.00216, 4.49293, -1.38647], [-0.26308, 4.80138, -2.52463], [0.72485, 3.92546, -2.96520], [0.93745, 2.76783, -2.26158], [0.20794, 2.45144, -1.15769], [-0.39631, 2.23483, 4.28017], [2.78981, 2.48975, 5.39283], [-2.27472, 1.48742, 2.67375], [-1.41517, -0.00658, 2.28436], [-2.05294, 1.01601, 0.33853], [-0.89175, 3.44721, 1.40383], [-2.45644, 3.24521, 0.60724], [-1.76455, 5.16769, -1.02080], [-0.45111, 5.72387, -3.05935], [1.32312, 4.14259, -3.83870], [1.69602, 2.05246, -2.55316], [-1.40130, 2.50501, 4.58007], [0.23220, -2.98309, -3.53638], [-0.42856, -1.77660, -2.87710], [-1.93171, -1.71279, -3.13153], [-0.01389, -1.78587, -0.75168], [-1.31174, -3.07158, 0.39325], [-2.74447, -2.56254, 0.42865], [-1.18802, -4.46616, -0.22036], [2.10726, -2.06559, -0.60954], [2.57635, -2.46336, 0.78541], [2.62115, -0.68689, -1.07199], [0.03637, -2.94152, -4.60932], [-0.17983, -3.92330, -3.16759], [1.31442, -3.00138, -3.40733], [0.05137, -0.85678, -3.22414], [-2.43265, -2.62109, -2.79533], [-2.10728, -1.63027, -4.20526], [-2.41373, -0.85523, -2.65576], [-0.86301, -3.05764, 1.38877], [-3.20025, -2.55669, -0.56125], [-2.84083, -1.56460, 0.86194], [-3.33551, -3.23562, 1.05236], [-1.62028, -4.50837, -1.22127], [-1.74571, -5.16703, 0.40366], [-0.15772, -4.82453, -0.26573], [2.39653, -2.82816, -1.33272], [2.30038, -1.72701, 1.54284], [3.66482, -2.54454, 0.79280], [2.17973, -3.43368, 1.08148], [2.35005, 0.14475, -0.34883], [2.28413, -0.41978, -2.07765], [3.71253, -0.63068, -1.07274]], "forces_ev_per_a": [[0.465, -0.058, 0.782], [-0.011, 0.062, 0.106], [0.030, -0.110, -0.186], [0.074, 0.009, 0.046], [0.040, -0.068, -0.118], [0.140, -0.021, -0.019], [-0.512, 0.516, 0.805], [-0.557, 0.104, -0.750], [0.143, -0.245, -0.507], [-0.101, 0.075, 0.117], [-0.089, 0.145, 0.154], [0.200, -0.010, -0.032], [-0.141, -0.101, 0.248], [0.014, 0.072, -0.088], [-0.068, 0.007, 0.077], [0.034, -0.061, 0.002], [0.010, -0.052, -0.067], [0.139, -0.139, -0.123], [-0.088, 0.037, 0.037], [0.057, -0.037, -0.055], [-0.010, -0.018, -0.027], [-0.024, -0.028, -0.055], [-0.020, -0.022, 0.093], [-0.022, 0.017, -0.005], [-0.013, -0.002, -0.005], [-0.001, 0.005, 0.005], [-0.008, 0.003, 0.000], [0.006, 0.000, -0.002], [0.007, 0.030, -0.007], [-0.029, -0.028, -0.062], [0.045, -0.037, 0.084], [-0.130, 0.022, -0.094], [-0.016, 0.040, 0.038], [-0.183, 0.014, -0.248], [0.077, -0.146, 0.053], [-0.025, 0.073, -0.028], [0.033, -0.003, -0.002], [0.111, 0.178, 0.143], [0.030, 0.038, -0.009], [-0.331, -0.204, -0.099], [-0.012, 0.013, -0.010], [0.008, -0.003, -0.017], [0.004, -0.008, -0.009], [-0.022, -0.004, -0.015], [0.001, -0.003, -0.008], [0.020, -0.005, -0.010], [0.011, -0.014, -0.001], [-0.013, 0.016, 0.009], [-0.003, -0.001, 0.009], [0.038, 0.025, 0.021], [0.009, -0.017, 0.006], [-0.009, 0.005, 0.006], [-0.007, -0.008, 0.003], [-0.012, -0.002, 0.012], [0.003, 0.043, -0.069], [0.021, -0.055, -0.024], [0.005, 0.004, 0.001], [-0.005, -0.021, -0.018], [0.651, -0.070, -0.194], [0.046, -0.054, -0.019], [-0.012, 0.103, 0.124]]}